Record 1
This record from OMol25 describes one molecule with the formula C4H9NO. The level of theory is wB97M-V/def2-TZVPD.

Each line ends with the natural charge from an NBO analysis.
Positions of all 15 atoms, in Å:
C 0.90574 -0.12044 -1.91685  -0.618
C -0.50778 0.13103 -1.39333  -0.221
N -0.64071 -0.17019 0.02711  -0.616
C -0.25393 0.62037 1.06973  0.679
O 0.02355 1.80361 0.98941  -0.621
C -0.18067 -0.17226 2.37976  -0.713
H 0.96435 0.01514 -3.00320  0.214
H 1.22004 -1.14547 -1.68916  0.200
H 1.61051 0.57048 -1.44520  0.220
H -0.79970 1.17164 -1.56281  0.220
H -1.22814 -0.49301 -1.93705  0.195
H -0.68538 -1.13175 0.31557  0.383
H -0.61041 -1.18365 2.34749  0.203
H -0.69105 0.38245 3.16644  0.239
H 0.87357 -0.27796 2.65208  0.236

Force components x, y, z for each atom (eV/Å):
C 0.1 0.0 0.0
C -0.1 0.1 -0.1
N 0.1 -0.1 0.1
C 0.1 -0.1 0.1
O -0.1 -0.4 -0.1
C 0.0 0.1 0.1
H -0.1 0.0 0.2
H 0.0 0.1 0.0
H -0.1 -0.1 0.0
H 0.1 -0.1 0.2
H 0.1 0.1 0.2
H -0.1 -0.2 -0.5
H 0.0 0.3 -0.2
H 0.1 0.1 0.0
H -0.1 0.1 0.0

Computed properties:
- Kohn-Sham gap (Ha) = 0.387
- E_HOMO (eV) = -9.63
- SMILES = CCNC(C)=O

---

Record 2
This record from OMol25 describes a 2-piece molecular cluster, C5H14 overall at a distorted geometry. The level of theory is wB97M-V/def2-TZVPD.

Each line ends with the natural charge from an NBO analysis.
Positions of all 19 atoms, in Å:
C -0.99615 -1.69511 0.90723  -0.611
C -0.50004 -2.28842 -0.42581  -0.617
H -0.58483 -2.29550 1.70781  0.207
H -0.75747 -0.65119 1.06840  0.204
H -2.07847 -1.84522 0.90368  0.205
H 0.53782 -2.05996 -0.65431  0.205
H -1.06149 -2.03717 -1.31848  0.202
H -0.56809 -3.38512 -0.45059  0.205
C 1.06547 1.40055 0.23983  -0.414
C -0.11231 2.36426 0.41008  -0.619
C 0.88070 0.68137 -1.09957  -0.616
H 2.07760 1.68741 0.51735  0.215
H 0.92160 0.61767 1.00619  0.190
H -1.04852 1.82245 0.29739  0.210
H 0.61931 1.47097 -1.82302  0.197
H -0.04836 3.33095 -0.08070  0.211
H -0.24647 2.64794 1.47837  0.204
H 1.82181 0.28331 -1.49558  0.207
H 0.07788 -0.04919 -1.18827  0.216

Force components x, y, z for each atom (eV/Å):
C -0.4 -1.0 -1.0
C 0.4 -0.7 -0.2
H 0.1 0.1 0.4
H 0.0 0.1 -0.1
H 0.0 0.3 0.4
H 0.1 0.1 0.2
H -0.3 0.6 0.0
H 0.0 0.1 0.5
C -1.4 -1.9 0.7
C 0.3 0.4 2.5
C 1.0 1.4 -1.2
H 0.0 0.9 -0.7
H -0.1 0.2 0.0
H -0.1 0.1 -0.9
H 0.0 -0.2 -0.1
H -0.1 -0.3 -0.7
H 0.5 0.0 -0.3
H -0.2 -0.4 0.2
H 0.2 0.1 0.5

Computed properties:
- Kohn-Sham gap (Ha) = 0.447
- E_HOMO (eV) = -11.00
- SMILES = CCC.CC

---

Record 3
This record from OMol25 describes one molecule with the formula C2H3NO2 at a distorted geometry. The level of theory is wB97M-V/def2-TZVPD.

Each line ends with the natural charge from an NBO analysis.
Positions of all 8 atoms, in Å:
C -0.02831 -0.50539 0.11550  -0.222
C 0.79766 0.53459 0.47709  0.231
N -1.37801 -0.37302 -0.01495  -0.034
O -2.14303 0.64520 0.09716  -0.400
O 1.97573 0.74345 -0.12021  -0.662
H 0.18977 -1.47215 -0.33581  0.199
H -1.95689 -1.16604 -0.40206  0.373
H 2.54308 1.59335 0.18328  0.514

Force components x, y, z for each atom (eV/Å):
C -1.1 -0.8 -1.8
C 0.9 2.1 0.7
N -1.9 0.8 -0.2
O 1.5 -0.8 0.2
O 0.9 1.2 0.4
H 0.8 -0.1 0.3
H 1.5 0.4 0.7
H -2.5 -2.9 -0.3

Computed properties:
- Kohn-Sham gap (spin up / spin down) (Ha) = 0.272 / 0.297
- E_HOMO (spin up / spin down) (eV) = -8.04 / -8.47

---

Record 4
This record from OMol25 describes C34H42GeIrN6O as an isolated structure. The level of theory is wB97M-V/def2-TZVPD.

Each line ends with the Löwdin spin population.
Positions of all 85 atoms, in Å:
Ir -0.00930 0.46511 -0.40494  0.030
C -0.81191 -2.30718 0.00149  0.000
C -0.79902 -1.98459 1.49679  0.000
C -1.62050 -0.77181 1.82668  0.000
C -2.55992 -0.83347 2.84974  0.000
C -3.32450 0.26917 3.17663  0.000
C -3.12460 1.44190 2.46591  0.000
C -2.19152 1.43940 1.45529  0.000
N -1.45825 0.36504 1.11711  0.001
N 0.01228 -1.47493 -0.84163  -0.003
C 1.39708 -1.89295 -0.97191  0.000
C 2.08480 -0.85901 -1.81432  0.000
C 3.16871 -1.10285 -2.64209  0.000
C 3.70011 -0.06515 -3.38638  0.000
C 3.13335 1.20071 -3.29267  0.000
C 2.05797 1.37980 -2.45177  0.000
N 1.55028 0.37162 -1.72827  0.001
C -1.34219 -1.86357 -3.34042  0.001
C -1.56771 0.56163 -3.23465  0.060
C -2.39944 1.42207 -4.12517  0.232
C -2.77361 2.68615 -3.81711  0.029
C -2.33696 3.22754 -2.59527  0.280
C -1.59356 2.41870 -1.72765  0.038
N -1.25082 1.16661 -1.92747  0.236
H -0.48678 -3.34265 -0.13676  0.000
H -1.84416 -2.25000 -0.36449  0.000
H -1.20632 -2.82737 2.05448  0.000
H 0.22857 -1.83535 1.83320  0.000
H -2.68204 -1.76578 3.38315  0.000
H -4.05989 0.21605 3.96794  0.000
H -3.68294 2.34208 2.67711  0.000
H -2.02737 2.34136 0.88674  0.000
H 1.94834 -2.00593 -0.02652  0.000
H 1.42761 -2.86026 -1.48385  0.000
H 3.57753 -2.10211 -2.70368  0.000
H 4.54292 -0.23883 -4.04174  0.000
H 3.51584 2.03444 -3.86303  0.000
H 1.57459 2.34231 -2.34112  0.000
H -0.32178 -1.67807 -3.66644  0.001
H -1.62629 -2.90012 -3.20350  0.000
H -2.68064 0.96912 -5.06756  0.008
H -3.37629 3.27059 -4.49850  -0.004
H -2.55938 4.24262 -2.30210  0.015
H -1.24990 2.87107 -0.79905  -0.001
C -5.22949 -0.45884 -4.01361  0.005
Ge -4.05178 -1.11462 -2.60304  0.002
C -4.33200 -3.02077 -2.32192  0.000
C -4.39516 -0.11852 -0.95111  0.001
C -2.16204 -0.84507 -3.11402  0.029
H -6.24714 -0.78508 -3.79535  0.001
H -4.94952 -0.86236 -4.98657  0.000
H -5.23260 0.62917 -4.07058  0.002
H -5.40373 -3.21130 -2.26098  0.000
H -3.87431 -3.36669 -1.39463  0.000
H -3.93644 -3.61173 -3.14745  0.000
H -5.35341 -0.42954 -0.53277  0.000
H -4.44227 0.95629 -1.13754  0.000
H -3.62089 -0.31262 -0.21038  0.000
H -0.59745 0.42794 -3.74685  0.037
C 4.07888 1.83868 4.47995  0.000
N 3.28320 1.81805 3.26018  0.000
N 2.74639 0.65356 2.75634  0.000
C 1.88669 0.96760 1.75407  0.000
O 1.33521 0.02458 1.08590  0.000
C 1.83530 2.37192 1.67572  0.000
C 2.70851 2.85389 2.63540  0.000
C 3.01998 4.25447 3.02456  0.000
C 3.28616 -0.64487 3.02904  0.000
C 2.56928 -1.51306 3.83669  0.000
C 3.07868 -2.78030 4.08042  0.000
C 4.29464 -3.15726 3.52620  0.000
C 5.00574 -2.27480 2.72281  0.000
C 4.49877 -1.01056 2.46389  0.000
H 4.33556 0.81785 4.74585  0.000
H 3.51499 2.29094 5.29465  0.000
H 4.99652 2.39679 4.30817  0.000
H 1.25525 2.96936 0.99260  0.000
H 2.51500 4.94877 2.35865  0.000
H 4.09228 4.44552 2.97641  0.000
H 2.68967 4.45533 4.04509  0.000
H 1.62987 -1.19262 4.26967  0.000
H 2.53366 -3.46819 4.71230  0.000
H 4.69440 -4.14209 3.72663  0.000
H 5.95497 -2.57175 2.29826  0.000
H 5.03625 -0.31122 1.83516  0.000

Force components x, y, z for each atom (eV/Å):
Ir -0.2 0.1 -0.1
C -0.1 -0.1 0.0
C 0.0 0.0 -0.1
C 0.0 0.0 0.1
C 0.0 0.0 0.0
C 0.0 0.0 0.0
C 0.0 0.0 0.0
C 0.0 0.0 0.0
N 0.0 0.0 -0.1
N 0.1 0.2 0.0
C 0.1 0.0 0.0
C 0.0 0.0 0.0
C 0.0 0.0 0.0
C 0.0 0.0 0.0
C 0.0 0.0 0.0
C 0.0 0.0 0.0
N 0.0 0.0 0.0
C 0.0 0.1 -0.1
C 0.0 -0.3 -0.1
C 0.0 0.0 0.0
C 0.0 -0.1 0.0
C 0.0 0.0 0.1
C 0.0 0.1 0.0
N -0.1 0.0 0.2
H 0.0 0.0 0.0
H 0.0 0.0 0.0
H 0.0 0.0 0.0
H 0.0 0.0 0.0
H 0.0 0.0 0.0
H 0.0 0.0 0.0
H 0.0 0.0 0.0
H 0.0 0.0 0.0
H 0.0 0.0 0.0
H 0.0 0.0 0.0
H 0.0 0.0 0.0
H 0.0 0.0 0.0
H 0.0 0.0 0.0
H 0.0 0.0 0.0
H 0.0 -0.1 0.1
H -0.1 0.0 -0.1
H 0.0 0.0 0.0
H 0.0 0.0 0.0
H 0.0 0.0 0.0
H 0.0 0.0 0.0
C 0.0 0.0 0.0
Ge 0.1 0.0 0.0
C 0.0 0.0 0.0
C -0.1 0.0 0.0
C 0.0 0.1 0.3
H 0.0 0.0 0.0
H 0.0 0.0 0.0
H 0.0 0.0 0.0
H 0.0 0.0 0.0
H 0.0 0.0 0.0
H 0.0 0.0 0.0
H 0.0 0.0 0.0
H 0.0 0.0 0.0
H 0.0 0.0 0.0
H 0.0 0.0 0.1
C 0.0 0.0 0.0
N 0.0 0.0 0.0
N 0.0 0.0 0.0
C 0.0 0.0 0.0
O 0.0 0.0 0.1
C 0.0 0.0 0.0
C 0.0 0.0 0.0
C 0.0 0.0 0.0
C 0.0 0.0 0.0
C 0.0 0.0 0.0
C 0.0 0.0 0.0
C 0.0 0.0 0.0
C 0.0 0.0 0.0
C 0.0 0.0 0.0
H 0.0 0.0 0.0
H 0.0 0.0 0.0
H 0.0 0.0 0.0
H 0.0 0.0 0.0
H 0.0 0.0 0.0
H 0.0 0.0 0.0
H 0.0 0.0 0.0
H 0.0 0.0 0.0
H 0.0 0.0 0.0
H 0.0 0.0 0.0
H 0.0 0.0 0.0
H 0.0 0.0 0.0

Computed properties:
- Kohn-Sham gap (spin up / spin down) (Ha) = 0.274 / 0.237
- spin multiplicity = 2
- charge = +2
- E_HOMO (spin up / spin down) (eV) = -12.83 / -12.82

---

Record 5
This record from OMol25 describes a 2-piece molecular cluster, C28H29N3O4S overall at a distorted geometry. The level of theory is wB97M-V/def2-TZVPD.

Each line ends with the natural charge from an NBO analysis.
Positions of all 65 atoms, in Å:
C -0.18875 4.50329 2.87814  -0.252
O -0.55632 3.35491 2.15339  -0.454
C 0.15203 3.18494 0.95372  0.330
C -0.19734 2.11140 0.14164  -0.234
C 0.49699 1.89822 -1.05516  0.012
C 1.53578 2.76913 -1.43285  0.085
C 1.88935 3.84570 -0.61915  -0.209
C 1.19919 4.04343 0.54763  -0.277
N 2.05057 2.32578 -2.66187  -0.284
C 3.19444 2.87866 -3.38345  -0.409
C 1.35995 1.21272 -3.05424  0.108
C 0.39392 0.89414 -2.09400  -0.191
C -0.38517 -0.28377 -2.09187  0.086
C -0.47652 -1.16075 -3.21162  -0.203
C -0.40649 -0.81257 -4.56449  0.068
N -0.42423 -1.94942 -5.32997  -0.305
C -0.38621 -1.99853 -6.78645  -0.405
C -0.47008 -3.07112 -4.48952  0.096
C -0.52553 -2.60496 -3.16502  0.026
C -0.48073 -3.50256 -2.09773  -0.297
C -0.37643 -4.86370 -2.35650  0.308
O -0.28933 -5.84471 -1.35828  -0.486
C -0.35689 -5.34848 -0.04347  -0.257
C -0.32978 -5.30895 -3.69892  -0.217
C -0.37668 -4.43862 -4.75490  -0.223
H -0.81943 4.58016 3.76287  0.216
H 0.85286 4.42776 3.19481  0.170
H -0.33805 5.39302 2.26429  0.167
H -1.00206 1.46650 0.44451  0.281
H 2.69229 4.49678 -0.90807  0.215
H 1.46495 4.87686 1.17065  0.231
H 3.59496 3.75462 -2.87795  0.231
H 3.97917 2.12716 -3.45587  0.221
H 2.88821 3.16206 -4.38862  0.219
H 1.61003 0.63269 -3.92316  0.224
H -0.82283 -0.59761 -1.16162  0.247
H -0.37215 0.18548 -4.96623  0.225
H -0.35110 -3.02892 -7.13136  0.227
H -1.27788 -1.52696 -7.19385  0.220
H 0.49493 -1.47562 -7.15242  0.213
H -0.48385 -3.12265 -1.09427  0.235
H -0.33814 -6.19277 0.64592  0.209
H 0.50414 -4.70861 0.15747  0.174
H -1.28820 -4.79741 0.09849  0.190
H -0.23581 -6.36704 -3.87147  0.234
H -0.29925 -4.78697 -5.76932  0.219
C 1.70611 1.17267 6.65300  -0.622
C 0.48588 0.86021 5.86149  -0.040
C 0.45219 -0.26294 5.05094  -0.220
C -0.69129 -0.59545 4.35429  -0.216
C -1.80777 0.19498 4.46444  -0.191
S -3.29351 -0.27814 3.57738  2.210
N -2.94451 0.45453 2.14478  -1.319
O -3.24848 -1.76571 3.46579  -0.995
O -4.42944 0.37900 4.28799  -0.992
C -1.79014 1.32844 5.24055  -0.215
C -0.64539 1.65893 5.93787  -0.223
H 1.57077 2.07294 7.25209  0.208
H 1.94920 0.35505 7.33340  0.215
H 2.55938 1.33111 5.99449  0.207
H 1.32470 -0.88733 4.98506  0.194
H -0.73046 -1.47929 3.73697  0.233
H -3.65781 0.65812 1.51749  0.347
H -2.67823 1.93727 5.30848  0.239
H -0.62975 2.53285 6.56365  0.195

Force components x, y, z for each atom (eV/Å):
C 0.0 0.2 0.2
O 1.0 -0.5 -2.0
C -0.5 0.1 1.0
C 0.0 -0.1 -0.2
C 0.1 0.6 0.7
C -0.4 -0.1 0.4
C 0.2 -0.5 -0.9
C -0.5 -0.1 0.6
N -0.7 -1.3 -0.6
C -0.1 -0.2 -0.1
C 1.0 1.4 0.6
C -1.2 -1.0 0.3
C 1.2 0.5 -1.1
C 0.1 0.3 0.4
C 0.1 -1.3 -0.1
N 0.1 0.6 0.5
C -0.1 0.2 0.1
C 0.1 0.5 0.7
C -0.1 -0.3 -0.3
C 0.1 -0.4 0.1
C 0.0 -0.5 0.6
O -0.1 1.0 -1.9
C -0.1 0.1 0.4
C 0.0 -0.2 0.6
C 0.0 0.5 -0.3
H 0.0 -0.3 -0.2
H 0.1 0.1 0.1
H 0.1 0.2 0.1
H -0.4 -0.3 0.3
H 0.2 0.3 0.0
H 0.1 0.1 0.0
H -0.2 -0.1 0.1
H 0.0 0.0 0.1
H 0.0 0.1 0.0
H 0.3 0.1 -0.1
H -0.2 0.0 0.4
H -0.2 -0.1 -0.3
H 0.0 0.0 0.2
H 0.0 0.0 -0.1
H 0.0 0.0 0.0
H -0.1 0.1 0.3
H 0.0 0.0 -0.2
H 0.0 0.1 0.2
H 0.0 0.1 0.2
H 0.0 -0.2 0.0
H 0.0 -0.3 -0.2
C 0.3 0.2 0.2
C -0.2 0.0 0.0
C -0.1 0.1 0.0
C 0.3 -0.4 -0.1
C -0.7 -0.3 -0.4
S -0.7 1.2 -3.3
N 2.3 -1.4 3.2
O -0.4 1.9 0.8
O 1.3 -1.5 -0.5
C -0.3 0.3 0.1
C 0.1 -0.1 0.0
H 0.0 0.0 0.0
H 0.1 0.0 0.0
H 0.2 0.0 0.0
H 0.3 -0.2 0.0
H -0.1 -0.1 0.0
H -2.2 0.1 -0.6
H -0.1 0.0 0.0
H 0.0 0.3 0.2

Computed properties:
- Kohn-Sham gap (Ha) = 0.118
- E_HOMO (eV) = -5.72

---

Record 6
This record from OMol25 describes a 2-piece molecular cluster, C6H12O overall. The level of theory is wB97M-V/def2-TZVPD.

Each line ends with the natural charge from an NBO analysis.
Positions of all 19 atoms, in Å:
C 1.75076 0.29658 -1.44671  -0.623
C 1.08746 0.27022 -0.08454  0.048
O 0.79619 1.60095 0.37911  -0.533
C -0.59496 1.67754 0.68944  -0.057
C -0.25959 -0.41335 -0.03077  0.028
C -0.95694 0.25754 1.11653  -0.473
C -0.82993 -1.16785 -0.96200  -0.415
H 2.67838 0.87405 -1.41141  0.223
H 1.99467 -0.72528 -1.76061  0.210
H 1.08295 0.74802 -2.18760  0.213
H 1.76655 -0.19560 0.65092  0.181
H -1.16989 1.94306 -0.21222  0.165
H -0.74456 2.43983 1.45494  0.192
H -0.95690 -2.48938 1.82278  -0.018
H -2.02438 0.03658 1.19742  0.223
H -0.47096 0.03487 2.07823  0.217
H -0.82364 -2.50242 1.09240  0.010
H -0.31144 -1.47037 -1.86623  0.205
H -1.86026 -1.49907 -0.85081  0.203

Force components x, y, z for each atom (eV/Å):
C 0.0 0.0 0.0
C 0.0 -0.2 -0.1
O 0.1 0.1 0.0
C -0.2 0.2 0.2
C -0.1 -0.1 -0.2
C -0.1 0.0 0.0
C 0.1 0.1 0.0
H -0.1 -0.1 0.0
H 0.0 0.2 0.0
H 0.1 -0.1 0.1
H -0.1 0.1 -0.2
H 0.1 0.1 0.2
H 0.1 0.0 0.0
H 0.0 -0.2 0.1
H 0.1 0.1 -0.1
H -0.1 0.0 -0.2
H 0.0 -0.1 0.2
H 0.0 0.0 0.1
H 0.2 0.0 0.0

Computed properties:
- Kohn-Sham gap (Ha) = 0.391
- E_HOMO (eV) = -9.53
- SMILES = C=C1CCO[C@@H]1C.[H][H]

---

| no. | E_tot (eV) |
| --- | --- |
| 1 | -7832.0192 |
| 2 | -5411.3884 |
| 3 | -7701.8558 |
| 4 | -106268.6191 |
| 5 | -52997.7559 |
| 6 | -8462.1491 |